Molecular formula: C12H28BF3O3PSi
Method: DFT, ωB97M-V/def2-TZVPD

Summary:
2S+1 = 1
E_LUMO = 2.89 eV
net charge = -1

Element x y z (Å)
C -2.15044 -0.72295 -2.46790
C -1.04970 0.27274 -2.08548
C 0.38635 -0.24948 -2.34948
C 0.82739 0.24346 -3.74408
B 1.47070 0.14113 -1.15917
C 1.55244 -0.93075 0.10711
C 0.33552 -1.79120 0.44466
O -0.79495 -1.00058 0.86205
Si -1.35367 -1.19767 2.39944
C -0.01344 -0.85999 3.66832
C -2.74532 0.05150 2.55978
C -2.01929 -2.95256 2.60273
C 1.33865 1.73245 -0.70809
C 0.58907 1.99134 0.60155
O 1.41637 1.87159 1.75247
C -0.10297 3.34593 0.61632
F -0.52268 3.71714 1.83404
F 0.68820 4.36025 0.18207
F -1.18210 3.35403 -0.18513
P 3.27022 -0.00809 -1.93943
O 3.70645 -1.29109 -2.60406
H -2.18204 -0.88355 -3.55457
H -1.95021 -1.69560 -1.99645
H -3.14317 -0.39363 -2.13761
H -1.19470 0.54685 -1.04179
H -1.19205 1.19797 -2.66894
H 0.32826 -1.34902 -2.43768
H 1.64736 -0.36769 -4.14248
H 1.15894 1.29120 -3.70675
H -0.00435 0.19391 -4.46624
H 1.86024 -0.43944 1.03893
H 2.35078 -1.66241 -0.11327
H 0.02035 -2.39819 -0.41688
H 0.59567 -2.50456 1.24821
H 0.78365 -0.22720 3.26057
H 0.42707 -1.78941 4.04900
H -0.46070 -0.32468 4.51777
H -2.63799 0.79845 1.76102
H -2.71873 0.58394 3.51665
H -3.72840 -0.41591 2.43898
H -3.04617 -2.93209 2.98691
H -1.40753 -3.58820 3.25169
H -2.04999 -3.41107 1.60481
H 0.87661 2.32367 -1.51355
H 2.33733 2.18722 -0.55979
H -0.21223 1.25977 0.73624
H 2.18626 2.43951 1.61131
H 4.17477 0.35492 -0.88981
H 3.53416 1.12808 -2.76401